P:
18
Properties=species:S:1:pos:R:3:nbo_charge:R:1 method="wB97M-V/def2-TZVPD" total_charge=+1 spin_multiplicity=1 gap_ev=11.9
C 1.15255 0.00997 -0.75640 -0.21
C 0.23333 -1.20848 -0.57332 -0.44
C -1.16917 -1.02464 -1.08467 -0.08
O -1.73670 0.06903 -0.31759 -0.78
N 0.48662 1.24098 -0.17908 -0.68
H 1.32778 0.13075 -1.82529 0.23
H 2.00527 -0.15312 -0.12470 0.23
H 0.74713 -2.01148 -1.05701 0.25
H 0.25878 -1.36814 0.51191 0.23
H -1.16664 -0.68903 -2.12085 0.18
H -1.71365 -1.93768 -0.90630 0.21
H -2.67906 0.10508 -0.48010 0.50
H 1.18820 1.96979 0.01594 0.44
H -0.02915 0.99422 0.65675 0.48
H -0.20236 1.60178 -0.83426 0.44
H 1.09920 0.66998 3.39662 0.50
H -0.33217 0.79955 3.05436 0.49
O 0.53003 0.80145 2.62401 -0.98



Q:
18
Properties=species:S:1:pos:R:3:nbo_charge:R:1 method="wB97M-V/def2-TZVPD" total_charge=+1 spin_multiplicity=1 gap_ev=11.6
O 1.57331 1.62478 -0.45558 -0.73
C 0.50861 2.15302 0.32195 -0.09
C -0.40665 1.04043 0.80234 -0.22
N -0.09714 -0.32790 0.19440 -0.50
C -1.01055 -1.40988 0.89618 -0.39
H 2.02572 2.32657 -0.93002 0.50
H -0.01564 2.84421 -0.34151 0.19
H 0.71277 2.74402 1.21301 0.19
H -0.34683 0.91758 1.87583 0.22
H -1.41984 1.14634 0.41568 0.22
H -0.27455 -0.21753 -0.80378 0.45
H 0.87525 -0.62687 0.20677 0.45
H -1.97380 -0.93943 1.14861 0.23
H -1.04652 -2.24620 0.21884 0.24
H -0.43775 -1.55216 1.81627 0.23
H -0.18163 -2.95709 -2.00894 0.49
H 1.18399 -2.37179 -2.47620 0.50
O 0.33126 -2.14810 -2.09385 -0.98



Relative energies, in kcal/mol, with the most stable structure set to zero: P 0.0; Q 16.6.



P:
3
Properties=species:S:1:pos:R:3:nbo_charge:R:1 method="wB97M-V/def2-TZVPD" total_charge=0 spin_multiplicity=1 gap_ev=9.4
N -0.14943 0.25791 0.34940 -0.01
O 0.05331 0.41640 -0.85289 -0.25
H 0.09613 -0.67431 0.50349 0.27



Q:
3
Properties=species:S:1:pos:R:3:nbo_charge:R:1 method="wB97M-V/def2-TZVPD" total_charge=0 spin_multiplicity=1 gap_ev=9.5
N 0.34116 0.38200 0.00000 -0.01
O 0.34116 -0.82226 0.00000 -0.27
H -0.68233 0.44027 0.00000 0.27



Relative energies, in kcal/mol, with the most stable structure set to zero: P 0.0; Q 3.9.



P:
5
Properties=species:S:1:pos:R:3:nbo_charge:R:1 method="wB97M-V/def2-TZVPD" total_charge=0 spin_multiplicity=1 gap_ev=9.7
N -0.63064 0.15836 0.25418 -0.56
O 0.63274 -0.00346 -0.35373 -0.57
H -1.11017 -0.74755 0.12632 0.35
H -0.61272 0.72970 1.11194 0.36
H 1.07548 -1.06304 -0.18768 0.42



Q:
5
Properties=species:S:1:pos:R:3:nbo_charge:R:1 method="wB97M-V/def2-TZVPD" total_charge=0 spin_multiplicity=1 gap_ev=10.7
N -0.08097 0.77100 -0.09802 -0.44
O 0.27483 -0.11395 0.94632 -0.59
H 0.23318 0.14614 -1.01544 0.28
H -0.96053 0.27523 -0.30150 0.31
H 0.53349 -1.07842 0.46865 0.43



Relative energies, in kcal/mol, with the most stable structure set to zero: P 0.0; Q 8.9.



P:
10
Properties=species:S:1:pos:R:3:nbo_charge:R:1 method="wB97M-V/def2-TZVPD" total_charge=+1 spin_multiplicity=1 gap_ev=12.3
N 1.30468 0.30226 -0.21411 -0.76
C -0.00321 -0.00244 0.03854 0.68
N -0.63996 -1.03054 -0.67560 -0.79
N -0.60022 0.65768 0.96140 -0.74
H 1.75836 -0.09457 -1.02663 0.43
H 1.79738 1.03093 0.27634 0.43
H -1.66522 -1.16063 -0.59001 0.43
H -0.17158 -1.50331 -1.46592 0.44
H -0.23187 1.46026 1.49886 0.45
H -1.54836 0.34035 1.19714 0.43



Q:
10
Properties=species:S:1:pos:R:3:nbo_charge:R:1 method="wB97M-V/def2-TZVPD" total_charge=+1 spin_multiplicity=1 gap_ev=9.2
N -2.05627 0.28719 -0.01326 -0.68
C -0.90961 -0.28498 -0.01169 0.35
N 0.57693 0.73869 0.01347 -0.48
N 1.77684 0.00441 0.01818 -0.55
H -2.90612 -0.26738 -0.02801 0.44
H -2.10584 1.29859 0.00551 0.45
H -0.73477 -1.34644 -0.02483 0.20
H 2.23777 0.08336 0.94838 0.42
H 2.39276 0.48420 -0.66700 0.44
H 1.72830 -0.99765 -0.24074 0.41



R:
10
Properties=species:S:1:pos:R:3:nbo_charge:R:1 method="wB97M-V/def2-TZVPD" total_charge=+1 spin_multiplicity=1 gap_ev=13.0
C -2.15685 0.39154 0.03465 0.23
N 0.80437 0.70064 -0.36850 -0.59
N -1.62412 -0.52144 -0.38491 -0.40
N 0.88879 -0.69689 0.00954 -0.57
H -2.67839 1.11583 0.62860 0.27
H 0.54895 1.01757 0.60151 0.36
H 1.74469 1.08269 -0.49331 0.39
H -0.16221 -0.98848 -0.03496 0.46
H 1.19691 -1.16790 -0.82059 0.43
H 1.43786 -0.93357 0.82795 0.42



Relative energies, in kcal/mol, with the most stable structure set to zero: P 0.0; Q 115.6; R 76.7.



P:
8
Properties=species:S:1:pos:R:3:nbo_charge:R:1 method="wB97M-V/def2-TZVPD" total_charge=0 spin_multiplicity=1 gap_ev=8.9
Br 2.91578 -0.45517 0.00490 0.16
C 1.12401 -0.00745 -0.00976 -0.48
C -0.11256 -1.03878 -0.00985 0.00
N -1.24082 -0.39027 -0.00079 -0.42
C -1.15392 0.89745 0.00959 -0.18
S 0.45760 1.55047 -0.00148 0.49
H 0.02173 -2.09431 -0.02129 0.22
H -2.01183 1.53807 0.02869 0.22



Q:
8
Properties=species:S:1:pos:R:3:nbo_charge:R:1 method="wB97M-V/def2-TZVPD" total_charge=0 spin_multiplicity=1 gap_ev=8.3
C 0.02427 1.39349 0.43436 0.22
C 0.61588 -1.21654 0.10078 -0.27
C -0.33475 0.38334 -0.52357 -0.48
N 0.19917 2.20565 1.23832 -0.29
S -0.22705 -2.43567 0.51966 0.24
Br -2.18703 0.11765 -0.63241 0.15
H 1.56409 -0.90778 0.25510 0.18
H 0.34544 0.45985 -1.39225 0.26



Relative energies, in kcal/mol, with the most stable structure set to zero: P 0.0; Q 36.7.



P:
14
Properties=species:S:1:pos:R:3:nbo_charge:R:1 method="wB97M-V/def2-TZVPD" total_charge=+1 spin_multiplicity=1 gap_ev=9.4
C 1.17291 -0.99947 0.26195 0.03
N 2.49001 0.75864 -0.48601 -0.60
N 2.16216 -0.19615 0.37241 -0.24
N -1.17449 0.22401 0.46282 -0.49
N -2.17599 -0.46786 0.23667 0.06
N -3.24115 0.00564 -0.30850 -0.57
H 1.11244 -1.65436 1.20745 0.26
H 0.43033 -0.90386 -0.51150 0.26
H 2.09824 0.57999 -1.44433 0.39
H -1.44139 1.24044 0.27408 0.27
H 3.38885 1.06511 -0.62284 0.41
H -4.03185 -0.61811 -0.47056 0.41
H 2.61943 -0.04342 1.28347 0.44
H -3.40951 1.00939 -0.25512 0.36



Q:
14
Properties=species:S:1:pos:R:3:nbo_charge:R:1 method="wB97M-V/def2-TZVPD" total_charge=+1 spin_multiplicity=1 gap_ev="10.8 / 5.9"
C 0.39242 0.66569 -0.22658 0.14
N 1.58118 0.73443 -0.17287 -0.32
N 2.84012 0.86900 -0.38314 -0.02
N -1.23308 -1.51947 -0.30280 -0.67
N 3.58428 0.53503 0.61345 -0.52
N -2.61808 0.50550 -0.09125 -0.97
H -1.62222 0.64484 -0.19913 0.47
H -0.70298 -2.25215 0.23027 0.35
H -1.63923 -2.01376 -1.10407 0.33
H 3.23971 0.28586 1.60437 0.40
H 4.57536 0.51966 0.39083 0.42
H -3.06215 1.41618 0.06887 0.45
H -2.36025 -0.31262 0.57295 0.49
H -2.97509 -0.07820 -1.00090 0.46



Relative energies, in kcal/mol, with the most stable structure set to zero: P 0.0; Q 60.3.



P:
19
Properties=species:S:1:pos:R:3:nbo_charge:R:1 method="wB97M-V/def2-TZVPD" total_charge=0 spin_multiplicity=1 gap_ev=11.0
C -0.68528 -0.95508 0.54599 -0.62
C 0.00502 -0.09826 -0.49625 0.11
O -1.04470 0.33726 -1.39910 -0.72
C 0.47869 1.25554 0.17880 -0.44
C 1.53227 0.99055 1.21498 -0.08
O 2.27406 2.18985 1.48560 -0.74
H -1.02589 -1.85778 0.05057 0.19
H 0.09379 -1.06267 1.31334 0.21
H -1.55556 -0.48340 1.01158 0.22
H 0.80520 -0.64289 -0.98669 0.17
H -0.60719 0.94284 -2.02227 0.46
H -0.46093 1.71687 0.46754 0.23
H 0.90513 1.89751 -0.61453 0.21
H 2.21975 0.16138 1.17027 0.17
H 0.96776 0.76410 2.13401 0.16
H 2.65823 2.26839 2.35562 0.48
O -2.58697 -2.45062 -2.22204 -0.92
H -2.12422 -2.61859 -1.38106 0.46
H -1.84916 -2.35500 -2.80634 0.46



Q:
19
Properties=species:S:1:pos:R:3:nbo_charge:R:1 method="wB97M-V/def2-TZVPD" total_charge=0 spin_multiplicity=1 gap_ev=10.7
O -1.58503 0.01661 -2.52579 -0.72
C -0.64841 -0.21875 -1.47193 -0.06
C -1.26875 -0.04448 -0.08344 -0.44
C -0.44185 0.69724 0.95101 -0.42
C 0.62405 -0.18964 1.60972 -0.06
O 0.03710 -1.04497 2.60040 -0.73
H -2.12147 -0.77724 -2.60383 0.46
H -0.20682 -1.20519 -1.61885 0.17
H 0.15614 0.50588 -1.62926 0.15
H -1.60093 -1.02113 0.27016 0.21
H -2.20204 0.48430 -0.24087 0.22
H -1.13863 1.03807 1.72400 0.20
H 0.01716 1.57920 0.50324 0.20
H 1.45248 0.37792 2.04033 0.17
H 1.05369 -0.84383 0.85938 0.18
H -0.09826 -0.53659 3.40980 0.46
O 2.73949 0.53891 -0.91029 -0.94
H 3.63778 0.90511 -0.91747 0.47
H 2.27913 1.02460 -1.60116 0.47



R:
19
Properties=species:S:1:pos:R:3:nbo_charge:R:1 method="wB97M-V/def2-TZVPD" total_charge=0 spin_multiplicity=1 gap_ev=10.8
C -1.87851 0.95871 1.05694 -0.63
C -0.76141 0.96666 0.04223 0.10
O -1.08885 0.14320 -1.09064 -0.75
C 0.54714 0.46825 0.61749 -0.43
C 1.61170 0.30498 -0.46805 -0.06
O 2.88032 0.04023 0.09934 -0.72
H -2.81085 1.28124 0.59897 0.21
H -1.64947 1.66880 1.85297 0.23
H -2.04733 -0.04222 1.46869 0.21
H -0.63829 1.99295 -0.33464 0.16
H -2.02707 -0.07724 -1.07095 0.47
H 0.88158 1.14263 1.40880 0.21
H 0.35834 -0.49948 1.07392 0.20
H 1.22836 -0.50176 -1.09390 0.18
H 1.66570 1.16801 -1.14694 0.16
H 3.19252 -0.78475 -0.28782 0.48
O 0.55316 -2.76224 -1.00127 -0.96
H -0.04746 -1.98978 -1.09360 0.49
H 0.03044 -3.47819 -0.63155 0.47



Relative energies, in kcal/mol, with the most stable structure set to zero: P 18.4; Q 8.5; R 0.0.



P:
16
Properties=species:S:1:pos:R:3:nbo_charge:R:1 method="wB97M-V/def2-TZVPD" total_charge=0 spin_multiplicity=1 gap_ev=7.8
C 1.57473 -1.37931 0.59795 -0.62
C 1.68686 0.05744 0.29789 -0.58
C -1.08054 0.91226 -0.40627 -0.37
C -1.54260 1.97613 0.20819 -0.23
C -1.85982 -0.27495 -0.68213 0.23
H 0.69039 -1.60859 1.47989 0.23
H 1.26963 -1.68776 -0.69811 0.21
H 2.65948 -1.69565 1.09558 0.24
H 2.68795 0.08633 -0.22748 0.24
H 1.77649 0.88817 1.07217 0.23
H -1.10558 2.89656 0.49789 0.22
H -2.76499 1.88871 0.36995 0.23
H -0.19192 -0.94243 -1.49307 0.46
O -1.05050 -1.32798 -1.35336 -0.69
S 0.59106 0.75788 -0.91264 0.24
S -3.34064 -0.54680 0.15354 -0.06



Q:
16
Properties=species:S:1:pos:R:3:nbo_charge:R:1 method="wB97M-V/def2-TZVPD" total_charge=0 spin_multiplicity=1 gap_ev="8.9 / 5.1"
C -0.11605 -0.29763 -1.50056 0.15
C -0.63004 -0.91493 0.66685 -0.46
C -1.86835 -0.52669 -0.18899 -0.08
C 0.52754 -0.54546 -0.24682 -0.13
C 1.78999 0.04158 0.30082 -0.62
O -1.46273 -0.35163 -1.52130 -0.49
S 0.25432 3.07768 -0.34677 -0.08
S 0.88715 -1.69545 -1.71524 0.11
H -0.54585 -0.38668 1.72754 0.23
H -0.67380 -1.95135 0.83906 0.23
H -2.65013 -1.23853 -0.27547 0.20
H -2.29190 0.41295 0.08581 0.18
H 1.59008 0.69418 1.25252 0.21
H 2.35838 0.65577 -0.34471 0.24
H 2.38844 -0.88437 0.64843 0.23
H 0.44295 3.91057 0.61883 0.08



Relative energies, in kcal/mol, with the most stable structure set to zero: P 0.0; Q 5.0.